ORCA calculation (ωB97M-V with the def2-TZVPD basis set) on C46H35CuFN6O4P as an isolated structure in a non-equilibrium geometry.

Structure (XYZ):
```
94
Properties=species:S:1:pos:R:3
Cu 0.124 -0.473 -0.223
C -1.813 -5.263 4.277
C -2.802 -5.336 3.113
C -4.204 -5.060 3.649
C -5.215 -5.122 2.518
C -4.829 -4.110 1.474
C -5.797 -3.495 0.705
C -5.421 -2.623 -0.304
F -6.397 -2.082 -1.072
C -4.108 -2.320 -0.544
C -3.117 -2.867 0.277
C -1.722 -2.475 0.054
O -1.441 -1.572 -0.758
C -0.764 -3.259 0.787
C -1.183 -4.163 1.702
N -2.482 -4.382 2.046
C -3.474 -3.790 1.281
C 0.750 -3.228 0.505
O 1.335 -4.309 0.634
O 1.264 -2.122 0.185
H -2.229 -5.801 5.129
H -1.654 -4.226 4.570
H -0.852 -5.713 4.041
H -2.775 -6.350 2.688
H -4.221 -4.065 4.102
H -4.446 -5.790 4.422
H -6.223 -4.922 2.883
H -5.216 -6.128 2.085
H -6.845 -3.702 0.880
H -3.817 -1.663 -1.350
H -0.436 -4.772 2.189
C 1.795 1.297 4.529
C 2.250 0.559 3.440
C 1.476 0.426 2.304
C 0.201 1.013 2.237
C -0.239 1.775 3.335
C 0.556 1.919 4.457
N -0.569 0.863 1.098
N -1.883 0.999 1.325
C -2.825 1.149 0.367
C -4.126 0.716 0.733
C -5.192 0.766 -0.127
C -5.044 1.283 -1.413
C -3.821 1.789 -1.787
C -2.719 1.741 -0.930
H 2.391 1.374 5.429
H 3.214 0.070 3.500
H 1.819 -0.168 1.466
H -1.219 2.228 3.279
H 0.205 2.505 5.299
H -4.231 0.290 1.721
H -6.157 0.392 0.190
H -5.883 1.303 -2.095
H -3.696 2.253 -2.759
O 1.817 0.646 -1.116
P 2.837 1.525 -1.734
C 2.881 3.174 -0.974
C 1.939 3.402 0.023
C 1.909 4.619 0.683
C 2.810 5.617 0.338
C 3.768 5.380 -0.637
C 3.814 4.157 -1.287
C 2.668 1.572 -3.544
C 3.492 2.321 -4.373
C 3.262 2.332 -5.739
C 2.211 1.602 -6.275
C 1.407 0.826 -5.449
C 1.646 0.798 -4.086
C 4.530 0.898 -1.487
C 5.090 0.033 -2.423
C 6.349 -0.502 -2.205
C 7.052 -0.180 -1.053
C 6.486 0.665 -0.108
C 5.227 1.203 -0.321
H 1.237 2.616 0.264
H 1.188 4.786 1.472
H 2.767 6.578 0.833
H 4.485 6.152 -0.886
H 4.575 3.972 -2.033
H 4.306 2.896 -3.951
H 3.892 2.930 -6.385
H 2.004 1.643 -7.336
H 0.600 0.246 -5.876
H 1.039 0.200 -3.418
H 4.538 -0.213 -3.320
H 6.783 -1.171 -2.937
H 8.038 -0.594 -0.886
H 7.028 0.904 0.798
H 4.779 1.863 0.412
N -0.607 6.465 -3.472
C -0.660 5.387 -3.052
N -0.633 4.140 -2.691
C -1.263 3.341 -1.988
N -1.585 2.414 -1.325
```

Its molar mass is 849.34 g mol⁻¹. The total charge is -1. The multiplicity is 2. As for the LUMO energy (spin up / spin down): 2.3 / 2.3 eV. The largest force on an atom is 0.0272 hartree/bohr. As for the relative energy (zero: lowest compared OMol25 entry of this formula, charge and spin): 31.2 kcal per mole.

Atom charges from the Mulliken analysis, given in e for atoms 1 to 2: -0.090, -1.673

=====

ORCA calculation (ωB97M-V with the def2-TZVPD basis set) on a 2-piece molecular cluster, Cl3H3Si2 overall in a non-equilibrium geometry.

Structure (XYZ):
```
8
Properties=species:S:1:pos:R:3
Si 1.685 -0.196 0.608
Si -1.494 0.021 -0.663
Cl 2.724 1.240 -0.430
Cl -2.223 1.694 0.395
Cl -2.653 -1.543 -0.040
H 2.185 -1.392 -0.137
H 1.733 -0.308 2.157
H -1.956 0.484 -1.890
```

Its molar mass is 165.56 g mol⁻¹. The total charge is 0. The multiplicity is 1. As for the LUMO energy: -1.7 eV. The largest force on an atom is 0.0713 hartree/bohr. As for the relative energy (zero: lowest compared OMol25 entry of this formula, charge and spin): 58.0 kcal per mole.

Atom charges from the Mulliken analysis, given in e for atoms 1 to 2: 0.373, 0.421

=====

ORCA calculation (ωB97M-V with the def2-TZVPD basis set) on C12H19B3Cl12N2O7S2 as an isolated structure in a non-equilibrium geometry.

Structure (XYZ):
```
57
Properties=species:S:1:pos:R:3
C 2.361 1.250 3.036
B 2.537 0.821 1.493
O 3.838 0.701 0.933
B 3.620 0.532 -0.466
C 4.183 1.546 -1.570
C 5.069 2.719 -0.941
C 4.064 3.796 -0.414
S 4.835 5.407 -0.023
O 5.832 5.816 -0.993
O 5.297 5.485 1.350
O 3.589 6.509 -0.126
O 2.823 -0.594 -0.815
B 1.570 -0.478 -0.186
C 0.336 -1.474 -0.462
C -0.844 -0.585 -1.073
S -2.404 -0.639 -0.105
C -2.118 0.175 1.460
N -2.568 1.349 1.917
N -2.088 1.605 3.168
C -1.316 0.549 3.433
O -1.305 -0.374 2.442
O 1.360 0.608 0.723
H 2.582 2.343 3.130
H 3.015 0.634 3.710
H 1.300 1.051 3.326
H 4.748 1.014 -2.383
H 3.301 2.013 -2.098
H 5.675 3.120 -1.791
H 5.757 2.323 -0.161
H 3.340 3.994 -1.252
H 3.497 3.488 0.501
H 3.088 6.197 -0.909
H 0.631 -2.300 -1.160
H 0.037 -1.955 0.507
H -1.074 -1.022 -2.075
H -0.458 0.447 -1.259
H -0.682 0.280 4.306
C -0.932 -2.362 -5.433
Cl 0.522 -1.394 -5.157
Cl -0.524 -4.075 -5.558
Cl -2.109 -2.095 -4.144
H -1.378 -2.048 -6.372
C -6.054 -3.460 -5.392
Cl -6.071 -4.530 -3.988
Cl -6.404 -1.796 -4.910
Cl -4.497 -3.550 -6.225
H -6.828 -3.786 -6.080
C -0.753 -0.182 7.835
Cl -1.156 1.359 8.595
Cl -0.080 0.080 6.217
Cl 0.378 -1.095 8.837
H -1.665 -0.761 7.734
C -7.265 -5.427 -0.219
Cl -6.870 -4.516 1.242
Cl -7.973 -4.368 -1.442
Cl -5.826 -6.236 -0.855
H -7.995 -6.186 0.040
```

Its molar mass is 825.30 g mol⁻¹. The total charge is 0. The multiplicity is 1. As for the LUMO energy: 0.0 eV. The largest force on an atom is 0.0618 hartree/bohr.

Atom charges from the Mulliken analysis, given in e for atoms 1 to 2: -0.591, 0.200

=====

ORCA calculation (ωB97M-V with the def2-TZVPD basis set) on C6H10O in the gas phase in a non-equilibrium geometry.

Structure (XYZ):
```
17
Properties=species:S:1:pos:R:3
C 0.953 0.021 -1.527
O -1.822 2.122 -0.291
C -0.831 1.687 -0.988
C -0.211 0.421 -0.645
H -2.103 1.591 0.499
H 1.893 0.360 -1.098
H 1.007 -1.055 -1.668
H 0.841 0.486 -2.503
C 1.053 -0.713 1.429
C -0.173 -0.035 0.889
C -1.091 -0.703 -0.047
H -0.601 0.682 1.588
H 0.833 -1.151 2.402
H 1.862 0.004 1.558
H 1.393 -1.503 0.765
H -0.846 -1.701 -0.381
H -2.157 -0.514 0.018
```

Its molar mass is 98.14 g mol⁻¹. The total charge is 0. The multiplicity is 1. As for the LUMO energy: 0.8 eV. The largest force on an atom is 0.0336 hartree/bohr. As for the relative energy (zero: lowest compared OMol25 entry of this formula, charge and spin): 67.6 kcal per mole.

Atom charges from the Mulliken analysis, given in e for atoms 1 to 2: -1.508, -0.142

=====

ORCA calculation (ωB97M-V with the def2-TZVPD basis set) on C6H8N6O2S as an isolated structure in a non-equilibrium geometry.

Structure (XYZ):
```
23
Properties=species:S:1:pos:R:3
C 2.423 1.998 -2.455
C 2.323 2.950 -0.398
C 1.848 -1.245 -1.369
C 2.150 0.814 -1.846
C 1.901 0.789 -0.452
C -2.713 -0.517 0.587
N 2.513 3.095 -1.666
N 1.954 1.864 0.300
N 2.128 -0.469 -2.347
N 1.723 -0.555 -0.175
N 1.465 -0.909 1.125
N -0.237 -0.438 1.369
O -0.770 0.309 -1.068
O -0.792 -2.093 -0.316
S -1.060 -0.710 -0.063
H 2.662 2.130 -3.596
H 2.360 3.851 0.288
H 1.765 -2.231 -1.418
H -2.956 0.450 0.617
H -3.494 -1.044 -0.147
H -2.716 -0.953 1.464
H 1.556 -1.911 1.117
H -0.304 0.519 1.642
```

Its molar mass is 228.24 g mol⁻¹. The total charge is 0. The multiplicity is 1. As for the LUMO energy: -0.3 eV. The largest force on an atom is 0.1340 hartree/bohr.

Atom charges from the Mulliken analysis, given in e for atoms 1 to 2: -0.248, -0.105

=====

ORCA calculation (ωB97M-V with the def2-TZVPD basis set) on C10H5AuF8INO6S2 as an isolated structure.

Structure (XYZ):
```
34
Properties=species:S:1:pos:R:3
Au 0.515 -0.074 -1.679
F 5.044 -2.352 -1.487
C 4.651 -1.092 -1.513
F 4.583 -0.665 -2.764
F 5.492 -0.339 -0.829
S 2.972 -0.937 -0.775
O 2.653 0.479 -0.727
O 2.039 -1.562 -1.777
N 3.120 -1.700 0.541
S 1.830 -2.023 1.461
O 2.185 -1.983 2.834
O 0.647 -1.345 0.993
C 1.544 -3.802 1.051
F 2.671 -4.494 1.113
F 1.036 -3.909 -0.175
F 0.673 -4.294 1.923
F -0.430 -2.255 -2.972
C -0.993 -1.182 -2.437
F -1.621 -0.482 -3.364
H -1.636 -1.427 -1.588
I -5.792 3.294 3.065
C -4.112 2.892 1.894
C -3.942 1.621 1.366
C -2.834 1.363 0.572
C -1.896 2.364 0.337
C -2.066 3.627 0.892
C -3.185 3.897 1.663
C -0.678 2.081 -0.457
O 0.418 2.484 -0.150
O -0.890 1.332 -1.543
H -4.664 0.843 1.566
H -2.688 0.370 0.158
H -1.319 4.389 0.723
H -3.328 4.881 2.087
```

Its molar mass is 775.14 g mol⁻¹. The total charge is 0. The multiplicity is 1. As for the LUMO energy: -2.2 eV. The largest force on an atom is 0.0173 hartree/bohr. As for the relative energy (zero: lowest compared OMol25 entry of this formula, charge and spin): 15.9 kcal per mole.

Atom charges from the Mulliken analysis, given in e for atoms 1 to 2: 0.769, -0.185

=====

ORCA calculation (ωB97M-V with the def2-TZVPD basis set) on C4H8N2O in the gas phase in a non-equilibrium geometry.

Structure (XYZ):
```
15
Properties=species:S:1:pos:R:3
C -0.167 0.405 -1.728
C 0.077 -0.894 -0.946
C -0.175 -0.391 2.489
C 0.061 1.478 -0.782
N 0.200 -0.510 1.262
N -0.617 -0.659 0.288
O 1.039 1.728 -0.114
H 0.550 0.348 -2.452
H -1.306 0.360 -2.029
H -0.411 -1.779 -1.478
H 1.095 -1.002 -0.788
H -1.207 -0.650 2.719
H 0.458 -0.400 3.425
H -0.743 2.282 -0.834
H 1.147 -0.316 0.969
```

Its molar mass is 100.12 g mol⁻¹. The total charge is 0. The multiplicity is 1. As for the LUMO energy (spin up / spin down): 0.8 / 0.8 eV. The largest force on an atom is 0.0875 hartree/bohr. As for the relative energy (zero: lowest compared OMol25 entry of this formula, charge and spin): 114.7 kcal per mole.

Atom charges from the Mulliken analysis, given in e for atoms 1 to 2: -0.472, -0.612

=====

ORCA calculation (ωB97M-V with the def2-TZVPD basis set) on C3H5NO2S as an isolated structure in a non-equilibrium geometry.

Structure (XYZ):
```
12
Properties=species:S:1:pos:R:3
C -0.758 1.650 -0.035
C 1.430 -1.267 0.067
C -0.885 -0.884 0.053
H -0.130 2.239 -1.102
H -1.869 1.379 -0.151
H -0.322 2.212 1.054
H 2.033 -1.634 -0.777
H 1.879 -1.345 1.181
N -0.103 0.310 0.136
O 1.213 0.138 -0.244
O 0.066 -1.912 -0.122
S -2.554 -0.886 -0.060
```

Its molar mass is 119.14 g mol⁻¹. The total charge is 0. The multiplicity is 1. As for the LUMO energy: 0.7 eV. The largest force on an atom is 0.0880 hartree/bohr. As for the relative energy (zero: lowest compared OMol25 entry of this formula, charge and spin): 109.6 kcal per mole.

Atom charges from the Mulliken analysis, given in e for atoms 1 to 2: -0.606, -0.008

=====

ORCA calculation (ωB97M-V with the def2-TZVPD basis set) on C3H3OP in the gas phase in a non-equilibrium geometry.

Structure (XYZ):
```
8
Properties=species:S:1:pos:R:3
C 0.612 0.814 -0.479
C 1.618 -0.268 0.286
C 0.206 -0.274 0.468
O 2.499 -1.544 -0.527
P 2.222 1.320 0.238
H 0.221 0.638 -1.421
H -0.375 -0.186 1.378
H -0.227 -1.074 -0.191
```

Its molar mass is 86.03 g mol⁻¹. The total charge is 0. The multiplicity is 1. As for the LUMO energy (spin up / spin down): -2.2 / -2.1 eV. The largest force on an atom is 0.1523 hartree/bohr. As for the relative energy (zero: lowest compared OMol25 entry of this formula, charge and spin): 154.7 kcal per mole.

Atom charges from the Mulliken analysis, given in e for atoms 1 to 2: -0.298, 0.509

=====

ORCA calculation (ωB97M-V with the def2-TZVPD basis set) on C6H7P in the gas phase in a non-equilibrium geometry.

Structure (XYZ):
```
14
Properties=species:S:1:pos:R:3
C -3.094 1.472 -0.092
C -2.108 0.993 0.459
P -1.373 -0.672 0.135
C 0.249 -0.231 -0.252
C 0.655 1.223 0.211
C 1.442 -0.984 -0.525
C 1.404 -2.146 0.045
H -3.874 2.178 -0.373
H 0.792 0.873 1.243
H -0.375 1.682 0.196
H 1.353 1.688 -0.421
H 2.170 -0.546 -1.060
H 2.209 -2.906 -0.132
H 0.552 -2.624 0.568
```

As for the SMILES: C#C/P=C(\C)C=C. Its molar mass is 110.10 g mol⁻¹. The total charge is 0. The multiplicity is 1. As for the LUMO energy: -0.1 eV. The largest force on an atom is 0.0996 hartree/bohr. As for the relative energy (zero: lowest compared OMol25 entry of this formula, charge and spin): 119.3 kcal per mole.

Atom charges from the Mulliken analysis, given in e for atoms 1 to 2: -0.234, -0.306

=====

ORCA calculation (ωB97M-V with the def2-TZVPD basis set) on C7H10CaF10N5O26S10 as an isolated structure in a non-equilibrium geometry.

Structure (XYZ):
```
69
Properties=species:S:1:pos:R:3
Ca -1.052 -0.856 0.448
N -1.177 -3.089 0.343
S -0.120 -4.223 0.115
O -0.165 -5.002 -1.077
O 0.258 -4.887 1.324
F 1.187 -3.328 -0.062
S -2.593 -4.021 0.181
O -2.785 -5.021 1.162
O -2.996 -4.180 -1.159
F -3.525 -2.834 0.666
N -2.874 -0.127 1.580
S -3.098 0.012 3.260
O -3.782 -1.063 3.848
O -3.243 1.338 3.754
F -1.570 -0.318 3.527
S -4.198 0.569 1.144
O -4.162 1.959 0.860
O -5.444 0.057 1.645
F -4.297 -0.086 -0.312
N -3.023 -2.330 -3.740
S -1.573 -1.721 -3.299
O -1.486 -1.265 -1.937
O -0.776 -1.115 -4.297
F -0.931 -3.162 -3.155
S -3.780 -1.003 -4.142
O -3.386 -0.369 -5.362
O -4.193 -0.175 -3.055
F -5.190 -1.644 -4.651
N 2.298 -3.466 3.077
S 1.381 -2.135 3.370
O 0.590 -1.671 2.283
O 1.869 -1.211 4.335
F 0.350 -2.976 4.246
S 3.579 -2.834 2.419
O 4.653 -2.475 3.302
O 3.389 -1.992 1.283
F 4.106 -4.195 1.716
N -2.138 3.160 -1.876
S -0.897 2.778 -0.933
O 0.339 3.394 -1.301
O -0.870 1.432 -0.437
F -1.364 3.641 0.298
S -1.649 2.823 -3.359
O -1.463 1.438 -3.603
O -0.810 3.824 -3.950
F -3.047 3.141 -4.078
C 3.037 -0.594 -3.172
C 3.838 0.281 -2.188
O 2.929 0.528 -1.117
C 1.937 -0.385 -1.183
O 1.090 -0.536 -0.373
O 1.988 -1.063 -2.334
H 3.626 -1.423 -3.552
H 2.578 -0.017 -3.974
H 4.151 1.245 -2.580
H 4.676 -0.290 -1.783
C 2.098 5.220 2.459
C 2.347 3.997 1.595
C 3.293 3.006 2.293
O 2.502 1.884 2.623
C 1.313 1.988 1.980
O 0.494 1.143 1.913
O 1.146 3.245 1.512
H 1.486 4.957 3.326
H 1.442 5.938 1.955
H 3.010 5.721 2.781
H 2.703 4.287 0.608
H 3.845 3.336 3.177
H 4.127 2.736 1.631
```

Its molar mass is 1130.89 g mol⁻¹. The total charge is -3. The multiplicity is 1. As for the LUMO energy: 5.2 eV. The largest force on an atom is 0.1338 hartree/bohr. As for the relative energy (zero: lowest compared OMol25 entry of this formula, charge and spin): 0.0 kcal per mole.

Atom charges from the Mulliken analysis, given in e for atoms 1 to 2: 2.599, -0.499

=====

ORCA calculation (ωB97M-V with the def2-TZVPD basis set) on an isolated ion of composition C2H6NO2 and charge +1 in a non-equilibrium geometry.

Structure (XYZ):
```
11
Properties=species:S:1:pos:R:3
N 0.228 -0.578 -1.196
C 0.410 -0.536 0.308
C -0.569 0.437 0.956
O -1.496 0.135 1.637
O -0.140 1.676 0.728
H 0.092 -1.525 -1.616
H -0.737 -0.254 -1.389
H 0.906 0.026 -1.673
H 1.521 -0.283 0.428
H 0.392 -1.541 0.729
H -0.609 2.444 1.088
```

As for the SMILES: [NH3+]CC(=O)O. Its molar mass is 76.07 g mol⁻¹. The total charge is +1. The multiplicity is 1. As for the LUMO energy: -4.4 eV. The largest force on an atom is 0.0533 hartree/bohr. As for the relative energy (zero: lowest compared OMol25 entry of this formula, charge and spin): 19.5 kcal per mole.

Atom charges from the Mulliken analysis, given in e for atoms 1 to 2: -0.342, -0.478